# C3H12N4

A 2-piece molecular cluster, C3H12N4 overall at a distorted geometry (the ωB97M-V functional and the def2-TZVPD basis, OMol25).

Results
M: 104.16 g/mol
DFT total energy: -9262.1086 eV
E_HOMO: -6.951 eV
total charge: 0
orbital gap: 7.72 eV

Each atom is followed by the atoms it is bonded to, with distances in Å.
Atoms and positions in Å:
1 C -1.2347 -0.0140 -0.3849  N2 1.461, N3 1.448, H8 1.102
2 N -1.5965 -0.5401 -1.6987  C1 1.461, H4 1.016, H5 1.020
3 N -1.8255 -0.7362 0.7227  C1 1.448, H6 1.014, H7 1.017
4 H -1.2888 -1.5052 -1.7744  N2 1.016
5 H -2.6077 -0.5808 -1.8265  N2 1.020
6 H -2.6401 -0.2900 1.1285  N3 1.014
7 H -1.1535 -0.9226 1.4632  N3 1.017
8 H -1.5561 1.0403 -0.3699  C1 1.102
9 H 0.2780 0.9064 -0.7055  N11 1.108
10 C 1.5561 1.5406 0.8317  N11 1.477, H17 1.087, H18 1.089, H19 1.089
11 N 1.3262 0.7401 -0.3876  H9 1.108, C10 1.477, C12 1.605, H14 1.022
12 C 0.8352 -0.7664 -0.1307  N11 1.605, N13 1.277, H16 1.089
13 N 1.1505 -1.3104 0.9806  C12 1.277, H15 1.018
14 H 2.1196 0.7992 -1.0296  N11 1.022
15 H 1.0857 -2.3240 0.9175  N13 1.018
16 H 0.7814 -1.2328 -1.1130  C12 1.089
17 H 2.3238 1.0807 1.4487  C10 1.087
18 H 0.6210 1.5609 1.3904  C10 1.089
19 H 1.8254 2.5543 0.5375  C10 1.089